Entry 1:
A molecular structure, C9H5Cl2I2O2ReS3. Source: the Open Molecules 2025 dataset; level of theory: ωB97M-V/def2-TZVPD.

The geometry in XYZ format:
```
24
Properties=species:S:1:pos:R:3:forces:R:3
Re 0.4590 -1.6473 -0.4111 0.00 0.33 -2.88
I 2.6367 -1.4944 1.4901 -0.07 -0.46 0.01
C 2.1488 -3.5314 1.9904 -0.06 0.14 -0.10
I 0.4339 -4.1512 0.8349 0.19 0.51 0.26
H 1.9026 -3.5908 3.0434 -0.05 0.03 -0.01
H 2.9893 -4.1640 1.7313 -0.01 0.01 -0.06
S -0.0925 -3.6260 -4.4399 0.18 0.53 0.61
C 0.0963 -2.7898 -3.0587 -0.46 -0.92 -1.25
S -1.1920 -2.2643 -2.0093 0.56 0.28 1.12
S 1.6346 -2.4724 -2.2830 -0.43 0.84 1.78
Cl -2.0479 5.1706 0.9515 -0.06 0.10 0.02
C -1.3120 3.7059 0.4371 0.07 -0.17 -0.04
C -0.4314 3.7241 -0.6530 -0.04 -0.03 0.05
C 0.1764 2.5688 -1.0775 0.01 -0.47 0.10
Cl 1.2540 2.5826 -2.4114 0.07 0.07 -0.10
C -0.0673 1.3264 -0.4371 -0.54 0.94 0.20
O 0.5532 0.2675 -0.8895 0.22 -1.63 0.77
C -0.9703 1.3311 0.6596 0.42 -0.24 -0.51
C -1.2796 0.1366 1.3665 -0.21 0.00 0.22
O -0.8348 -1.0061 1.1395 0.27 0.08 -0.29
C -1.5790 2.5281 1.0800 -0.11 0.13 0.10
H -0.2299 4.6517 -1.1714 0.01 0.01 0.02
H -1.9802 0.2308 2.2021 0.03 -0.07 0.00
H -2.2677 2.5135 1.9154 0.02 -0.02 0.00
```
Forces are in eV/Å.

electronic energy: -89383.8225 eV
total charge: +1
relative energy (zero: lowest compared OMol25 entry of this formula, charge and spin): 0.0000 eV
multiplicity: 2
expectation value of S²: 0.83
frontier orbital gap (alpha / beta): 0.2035 / 0.2288 hartree

---

Entry 2:
C4H8N2O2 in the gas phase. Source: the Open Molecules 2025 dataset; level of theory: ωB97M-V/def2-TZVPD.

The geometry in XYZ format:
```
16
Properties=species:S:1:pos:R:3:forces:R:3
N 1.7129 -1.6455 0.1395 6.28 -2.48 -2.78
N 0.4877 -1.2414 0.0088 -1.29 1.13 1.01
C 0.0820 -0.0960 0.4775 -0.97 0.48 -3.21
C 0.9026 1.2571 0.5956 2.60 -4.68 1.90
O 0.6634 2.1542 -0.3946 4.98 0.55 -4.16
C -1.2225 0.1028 -0.2241 -2.96 3.06 -0.23
C -2.3825 -0.7694 -0.2826 -0.49 -1.07 5.15
O -2.5435 0.4258 0.5823 2.93 -0.31 -0.92
H 2.5570 -1.0341 -0.1056 -1.74 0.37 1.25
H 2.0539 -2.4144 -0.5869 -2.22 1.26 2.07
H 2.0381 0.7238 0.5620 -2.53 2.17 0.47
H 0.7108 1.7904 1.5026 0.17 -0.35 1.10
H 1.6686 2.1308 -0.8921 -4.76 0.68 1.51
H -1.1466 0.8851 -1.0601 -0.09 -1.30 1.29
H -2.3250 -1.6705 0.5597 -0.30 1.69 -3.09
H -3.2571 -0.5985 -0.8819 0.39 -1.20 -1.36
```
Forces are in eV/Å.

electronic energy: -11346.3650 eV
relative energy (zero: lowest compared OMol25 entry of this formula, charge and spin): 7.7478 eV
structure (SMILES): N/N=C(\CO)[C@H]1CO1
frontier orbital gap: 0.3434 hartree

---

Entry 3:
A molecular structure, C9H15BN9S2Se4Ti. Source: the Open Molecules 2025 dataset; level of theory: ωB97M-V/def2-TZVPD.

The geometry in XYZ format:
```
41
Properties=species:S:1:pos:R:3:forces:R:3
Ti 0.7681 0.5845 -1.8831 0.26 0.06 -0.21
Se 3.0908 0.4603 -2.6253 0.08 -0.06 0.15
Se 4.0639 2.4410 -1.7944 0.09 -0.25 0.13
Se 2.7880 3.8664 -3.0506 -0.26 0.14 -0.13
Se 0.6913 2.9514 -2.5069 -0.03 -0.18 -0.09
C 3.1432 -2.8760 -0.7868 -0.13 0.03 0.09
N 1.8121 -2.5779 -0.2595 0.04 -0.03 -0.01
C 1.3983 -2.7933 1.0313 -0.04 0.01 -0.02
C 0.0763 -2.4904 1.0717 0.08 -0.04 -0.02
N -0.3194 -2.1016 -0.1856 -0.02 0.03 0.12
B -1.8411 -1.8802 -0.5729 -0.01 0.03 -0.03
N -2.2786 -0.4213 -0.1807 0.02 -0.03 0.11
C -2.8970 -0.0955 1.0035 -0.03 0.03 -0.01
C -3.1898 1.2290 0.9804 0.02 0.00 0.01
N -2.7348 1.7126 -0.2220 -0.09 -0.01 0.02
C -2.8881 3.0840 -0.7012 0.06 -0.11 0.09
C -2.1910 0.6928 -0.9132 0.17 0.06 -0.25
S -1.5389 0.8770 -2.5234 -0.08 0.05 0.31
C 0.7558 -2.1535 -0.9875 0.03 0.15 -0.13
S 0.8365 -1.7192 -2.6698 -0.01 0.13 0.07
H 3.8114 -3.0203 0.0578 0.03 -0.01 -0.02
H 3.4835 -2.0428 -1.3960 0.03 -0.04 -0.02
H 3.1036 -3.7842 -1.3839 0.04 0.01 -0.03
H 2.0638 -3.1759 1.7849 0.00 0.01 0.02
H -0.6290 -2.5780 1.8787 0.00 0.00 0.00
H -2.4674 -2.6161 0.1396 -0.02 -0.03 -0.06
H -1.9708 -2.0406 -1.7477 -0.01 -0.01 0.01
H -3.1321 -0.8451 1.7382 0.01 -0.01 -0.01
H -3.7128 1.8534 1.6835 -0.01 0.01 0.00
H -3.0990 3.7160 0.1569 -0.01 0.03 -0.02
H -3.7084 3.1368 -1.4135 0.02 0.04 -0.03
H -1.9623 3.4025 -1.1738 -0.04 0.03 -0.01
N -0.1063 1.6535 3.1963 0.20 -0.41 -0.37
N 0.6622 1.1980 2.1256 -0.15 0.24 0.46
N 1.9450 0.9293 2.2527 -0.07 -0.06 -0.09
C 2.2763 0.6400 1.0055 0.20 -0.03 0.01
N 1.2222 0.7461 0.1901 -0.43 0.06 0.07
N 0.1867 1.1167 0.9375 0.01 -0.04 -0.04
H 0.2798 1.2208 4.0334 -0.03 0.11 -0.06
H -1.0584 1.3273 3.0308 0.10 0.08 0.03
H 3.2666 0.3726 0.6797 -0.01 0.01 0.00
```
Forces are in eV/Å.

electronic energy: -329832.0267 eV
total charge: +1
relative energy (zero: lowest compared OMol25 entry of this formula, charge and spin): 0.9308 eV
frontier orbital gap (alpha / beta): 0.2308 / 0.2309 hartree

---

Entry 4:
C4H7FS in the gas phase. Source: the Open Molecules 2025 dataset; level of theory: ωB97M-V/def2-TZVPD.

The geometry in XYZ format:
```
13
Properties=species:S:1:pos:R:3:forces:R:3
F -1.7422 0.9902 -0.5282 -0.33 0.18 0.01
C -0.4094 1.0033 -0.8802 0.91 0.53 -0.61
C 0.3437 -0.0820 -0.1706 0.31 -0.26 -0.66
S 2.1072 -0.1494 -0.4864 -0.30 0.56 0.25
C -0.4653 -1.3269 0.0325 0.29 0.50 0.04
C -0.1824 -0.4135 1.1559 0.11 1.02 2.22
H 0.0441 1.9369 -0.5657 -0.22 0.54 0.03
H -0.3433 0.9551 -1.9751 0.00 -0.24 0.23
H 2.3856 0.9513 0.2740 0.02 -0.52 -0.34
H 0.0773 -2.2408 0.0812 -0.17 -0.75 -0.33
H -1.4337 -1.1836 -0.3910 -0.49 -0.88 -0.29
H 0.5426 -0.7442 1.9072 -0.30 0.10 -0.34
H -0.9242 0.3037 1.5464 0.18 -0.79 -0.20
```
Forces are in eV/Å.

electronic energy: -17813.0627 eV
relative energy (zero: lowest compared OMol25 entry of this formula, charge and spin): 1.2788 eV
structure (SMILES): FCC1(S)CC1
frontier orbital gap: 0.3760 hartree